Computed, not measured: a structure of composition C10H6IrNS4, with ωB97M-V/def2-TZVPD.

```
22
Properties=species:S:1:pos:R:3:mulliken_charge:R:1
Ir -0.326 -0.153 0.178 0.60
S -0.369 2.685 3.663 -0.19
C -0.454 3.671 2.265 -0.30
C -0.511 2.945 1.112 -0.60
C -0.485 1.537 1.336 -0.19
C -0.409 1.277 2.685 0.10
C -0.477 -0.102 3.086 0.76
C -0.538 -0.624 4.370 -0.72
C -0.669 -1.990 4.539 -0.30
C -0.736 -2.816 3.426 -0.79
C -0.653 -2.248 2.171 0.05
N -0.521 -0.925 2.007 -0.13
H -0.454 4.744 2.373 0.45
H -0.572 3.405 0.136 0.37
H -0.493 0.047 5.216 0.34
H -0.723 -2.410 5.535 0.43
H -0.845 -3.886 3.518 0.39
H -0.678 -2.830 1.261 0.39
S -1.975 -2.965 -2.991 -0.25
C -1.352 -1.996 -1.867 0.17
S 0.337 -1.722 -1.427 -0.34
S -2.216 -0.946 -0.761 -0.25
```

Properties
**Electronic energy**: -58136.7924 eV
**ΔE to the lowest compared entry with this formula, charge and spin**: 40.4 kJ/mol
**Gap between HOMO and LUMO**: 6.9 eV
**Spin multiplicity**: 1
**Net charge**: 0
**HOMO**: -8.282 eV

Computed, not measured: a structure of composition C10H6NO5SYb in a non-equilibrium geometry, with ωB97M-V/def2-TZVPD.

```
24
Properties=species:S:1:pos:R:3:mulliken_spin:R:1
O 0.390 4.072 -2.182 0.00
C 0.513 2.992 -1.844 0.00
Yb 0.945 -0.879 -0.995 0.06
C 0.824 -3.055 -1.992 0.02
O 0.668 -4.086 -2.501 0.03
C 1.092 -0.796 -3.488 0.33
O 0.572 -1.165 -4.540 0.31
C 2.420 -1.485 -3.041 0.16
O 3.476 -1.472 -3.625 0.11
C -1.173 -1.211 -2.239 0.01
O -1.948 -1.296 -3.102 0.01
H 0.901 0.208 -2.835 -0.04
S 0.945 -1.640 1.636 0.00
C 0.074 -0.268 2.142 0.00
N -1.257 -0.495 2.466 0.00
C -2.054 0.455 3.055 0.00
C -1.576 1.719 3.266 0.00
C -0.251 2.017 2.907 0.00
C 0.564 1.033 2.327 0.00
H -1.587 -1.458 2.378 0.00
H -3.055 0.104 3.324 0.00
H -2.232 2.475 3.701 0.00
H 0.140 3.012 3.100 0.00
H 1.608 1.222 2.082 0.00
```

Properties
**Electronic energy**: -64537.6671 eV
**ΔE to the lowest compared entry with this formula, charge and spin**: 274.0 kJ/mol
**Gap between HOMO and LUMO (alpha / beta)**: 4.8 / 5.1 eV
**Spin multiplicity**: 2
**Net charge**: +2
**HOMO (alpha / beta)**: -15.581 / -15.666 eV

Computed, not measured: a structure of composition C10H6O in a non-equilibrium geometry, with ωB97M-V/def2-TZVPD.

```
17
Properties=species:S:1:pos:R:3:mulliken_charge:R:1
C 1.052 3.211 1.153 0.26
C 0.991 1.629 -3.009 0.27
C 0.990 2.069 0.823 -1.05
C 0.925 0.930 -2.020 -1.21
C -0.601 -1.531 1.344 -0.21
C -0.528 -1.924 -0.105 -0.24
C -0.116 -0.415 1.870 -0.65
C 0.074 -1.210 -1.068 -0.75
C 0.965 0.656 0.521 0.38
C 0.786 0.101 -0.872 1.40
O 1.982 -0.066 -0.085 -0.45
H 0.918 4.250 1.133 0.45
H 0.970 2.212 -3.887 0.48
H -1.204 -2.203 2.105 0.20
H -0.926 -2.810 -0.488 0.40
H -0.325 -0.004 2.808 0.46
H -0.127 -1.677 -2.070 0.26
```

Properties
**Electronic energy**: -12506.3225 eV
**ΔE to the lowest compared entry with this formula, charge and spin**: 219.7 kJ/mol
**Gap between HOMO and LUMO**: 9.7 eV
**Spin multiplicity**: 1
**Net charge**: 0
**HOMO**: -9.322 eV

Computed, not measured: a cluster of 2 separate species, C10H7Br2Cl3O2S in total, with ωB97M-V/def2-TZVPD.

```
25
Properties=species:S:1:pos:R:3:mulliken_charge:R:1
C 0.065 2.117 1.128 -1.48
C 0.396 1.484 -0.177 0.70
Br 0.296 2.603 -1.701 -0.13
C 0.761 0.208 -0.284 -0.25
Br 1.248 -0.560 -1.974 -0.11
C 0.863 -0.764 0.795 -0.21
C -0.115 -1.230 1.579 0.71
S -1.802 -0.724 1.428 -0.20
C 0.256 -2.282 2.591 0.31
O -0.209 -2.319 3.706 -0.52
C 1.243 -3.276 2.071 -0.38
C 2.211 -2.828 1.282 -0.47
C 2.234 -1.357 1.041 0.34
O 3.230 -0.678 1.111 -0.54
H 0.492 3.114 1.128 0.48
H 0.441 1.543 1.959 0.39
H -1.008 2.254 1.193 0.30
H -1.973 -0.243 2.671 0.18
H 1.154 -4.321 2.313 0.43
H 2.958 -3.456 0.828 0.45
Cl -1.491 3.443 -4.979 -0.12
C -2.579 2.093 -4.635 -0.02
Cl -1.764 0.868 -3.668 -0.04
Cl -4.041 2.664 -3.827 -0.13
H -2.868 1.648 -5.577 0.32
```

Properties
**Electronic energy**: -203063.8818 eV
**Gap between HOMO and LUMO**: 8.0 eV
**Spin multiplicity**: 1
**Net charge**: 0
**HOMO**: -9.181 eV